No. 1
This record from the OMol25 dataset describes one molecule with the formula C3N2O. The level of theory is ωB97M-V/def2-TZVPD.

```
6
Properties=species:S:1:pos:R:3:nbo_charge:R:1
C -0.048 0.433 0.085 0.368
C 1.344 -0.157 0.317 0.146
C -1.040 -0.567 0.074 0.127
N 2.408 -0.567 -0.254 -0.161
N -2.282 -0.774 -0.119 -0.104
O -0.382 1.632 -0.103 -0.375
```

gap between HOMO and LUMO	9.73	eV
relative energy (zero: lowest compared OMol25 entry of this formula, charge and spin)	60.8	kcal per mole
SMILES string	N#CC(=O)C#N

***

No. 2
This record from the OMol25 dataset describes one molecule with the formula C3N2O. The level of theory is ωB97M-V/def2-TZVPD.

```
6
Properties=species:S:1:pos:R:3:nbo_charge:R:1
O -0.484 1.079 0.080 -0.375
C 0.206 0.081 -0.502 0.297
C -1.437 0.083 0.001 0.410
N -2.411 -0.524 0.217 -0.277
C 1.524 -0.172 0.000 0.095
N 2.602 -0.547 0.205 -0.151
```

gap between HOMO and LUMO (spin up / spin down)	7.71 / 7.52	eV
relative energy (zero: lowest compared OMol25 entry of this formula, charge and spin)	105.2	kcal per mole